# 1
The following is a DFT calculation (ωB97M-V with the def2-TZVPD basis set) of C25H28N2O5S2 in the gas phase in a non-equilibrium geometry.

ORCA input file:
```
! wB97M-V def2-TZVPD RIJCOSX def2/J DEFGRID3
* xyz 0 1
C 2.4797 3.4452 2.2533
C 1.0099 3.4130 2.0206
C 0.2292 4.4409 1.5789
S -1.4184 3.9477 1.4280
C -0.9241 2.3837 1.9772
S -2.2096 1.1529 2.1411
O -2.4578 1.0060 3.5446
O -3.2778 1.6115 1.3057
N -1.6086 -0.2740 1.5548
C -1.1945 -1.2737 2.5192
C 0.1189 -0.8742 3.2014
C 1.2527 -0.7790 2.1854
C 0.4478 -1.8845 4.2975
C -1.9957 -0.6262 0.2512
C -2.7524 -1.7611 -0.0193
C -3.0941 -2.0487 -1.3249
C -2.7103 -1.2015 -2.3569
C -1.9690 -0.0640 -2.1040
C -1.6023 0.2247 -0.7949
O -0.8660 1.3163 -0.4054
C 0.0056 1.9430 -1.3202
C 1.3004 1.2004 -1.5562
C 1.4238 -0.1644 -1.3258
C 2.6270 -0.8048 -1.5491
C 3.7289 -0.0924 -2.0143
C 4.9952 -0.8191 -2.2469
O 5.1514 -2.0013 -2.0658
O 5.9896 -0.0340 -2.6917
C 3.6096 1.2759 -2.2486
C 2.4070 1.9111 -2.0174
C -3.2269 -1.7038 -3.6718
C -3.5981 -3.1639 -3.3677
C -3.8968 -3.1989 -1.8594
N 0.3221 2.2612 2.2451
H 2.8811 4.4252 2.0165
H 2.9663 2.6925 1.6351
H 2.6908 3.2101 3.2946
H 0.5276 5.4431 1.3444
H -1.0618 -2.2204 1.9923
H -1.9729 -1.3895 3.2801
H -0.0297 0.1107 3.6507
H 1.0165 -0.0274 1.4379
H 1.4113 -1.7363 1.6919
H 2.1754 -0.4870 2.6801
H -0.3564 -1.9310 5.0272
H 1.3620 -1.6000 4.8116
H 0.5884 -2.8776 3.8733
H -3.0625 -2.4041 0.7904
H -1.6744 0.5749 -2.9219
H 0.2295 2.9152 -0.8700
H -0.4911 2.1366 -2.2816
H 0.5802 -0.7324 -0.9664
H 2.7312 -1.8639 -1.3700
H 6.7877 -0.5680 -2.8269
H 4.4630 1.8302 -2.6054
H 2.3185 2.9729 -2.1944
H -2.4961 -1.6172 -4.4759
H -4.1119 -1.1291 -3.9580
H -4.4401 -3.5096 -3.9652
H -2.7428 -3.8066 -3.5821
H -3.6273 -4.1511 -1.4024
H -4.9593 -3.0244 -1.6696
*
```

Output
lowest unoccupied orbital energy = 0.328 eV
SMILES = Cc1csc(S(=O)(=O)N(CC(C)C)c2cc3c(cc2OCc2ccc(C(=O)O)cc2)CCC3)n1

=====

# 2
The following is a DFT calculation (ωB97M-V with the def2-TZVPD basis set) of C25H28N2O6S in the gas phase in a non-equilibrium geometry.

ORCA input file:
```
! wB97M-V def2-TZVPD RIJCOSX def2/J DEFGRID3
* xyz 0 1
C 6.8630 -3.1895 2.8177
C 5.4317 -2.6817 2.8968
O 5.3906 -1.4138 2.2718
C 4.2075 -0.7396 2.2279
C 2.9948 -1.2167 2.7094
C 1.8418 -0.4615 2.5794
C 1.8803 0.7812 1.9628
N 0.7407 1.5666 1.7421
C -0.5558 1.1938 1.8491
O -0.9607 0.1742 2.3678
C -1.5167 2.1949 1.1902
N -1.6060 1.8917 -0.2265
C -2.7968 1.4614 -0.8282
C -2.7549 0.5808 -1.8996
C -3.9307 0.1755 -2.5055
C -5.1764 0.6042 -2.0666
O -6.3578 0.1866 -2.6325
C -6.3049 -0.6697 -3.7455
C -5.2252 1.5069 -0.9880
O -6.3330 2.0511 -0.4124
C -7.6085 1.9148 -0.9990
C -4.0351 1.9226 -0.4007
S -0.2602 2.1984 -1.1602
O -0.6566 2.4710 -2.5061
O 0.4963 3.2201 -0.4748
C 0.7467 0.7112 -1.1176
C 0.2881 -0.4905 -0.6173
C 1.1618 -1.5620 -0.5270
C 2.4839 -1.4436 -0.9364
C 3.4399 -2.5884 -0.8159
C 2.9166 -0.2297 -1.4625
C 2.0540 0.8459 -1.5494
C 3.1017 1.2722 1.5030
C 4.2483 0.5232 1.6330
H 6.9368 -4.1634 3.2928
H 7.1711 -3.2743 1.7791
H 7.5304 -2.4950 3.3202
H 4.7537 -3.3783 2.3837
H 5.1173 -2.5951 3.9458
H 2.9271 -2.1808 3.1876
H 0.9055 -0.8452 2.9473
H 0.9151 2.4128 1.2029
H -1.1686 3.2229 1.3246
H -2.4990 2.0662 1.6435
H -1.8122 0.2290 -2.2827
H -3.8610 -0.5060 -3.3372
H -5.8447 -1.6311 -3.4954
H -7.3430 -0.8335 -4.0323
H -5.7666 -0.2133 -4.5823
H -7.9543 0.8797 -0.9833
H -7.6209 2.2842 -2.0264
H -8.2679 2.5283 -0.3849
H -4.1234 2.6351 0.4032
H -0.7302 -0.5915 -0.2766
H 0.8082 -2.4963 -0.1179
H 3.7648 -2.9154 -1.8030
H 2.9784 -3.4295 -0.3058
H 4.3236 -2.2783 -0.2616
H 3.9401 -0.1264 -1.7898
H 2.3767 1.7999 -1.9354
H 3.1384 2.2426 1.0304
H 5.1962 0.8911 1.2737
*
```

Output
lowest unoccupied orbital energy = 0.706 eV
SMILES = CCOc1ccc(NC(=O)CN(c2ccc(OC)c(OC)c2)S(=O)(=O)c2ccc(C)cc2)cc1
energy above the lowest of the compared OMol25 structures with the same formula, charge and spin = 57.3 kcal/mol

=====

# 3
The following is a DFT calculation (ωB97M-V with the def2-TZVPD basis set) of a molecular structure, C25H28N4O2PdS2Si in a non-equilibrium geometry.

ORCA input file:
```
! wB97M-V def2-TZVPD RIJCOSX def2/J DEFGRID3
* xyz 2 1
Pd 0.1846 0.6921 0.8344
O 1.9053 -4.0768 -3.7571
C 0.6069 -4.1423 -3.2354
C 0.4834 -3.2288 -2.0556
C -0.7654 -2.9263 -1.5148
C -0.8435 -2.0277 -0.4708
N 0.2296 -1.4274 0.0419
C 1.4394 -1.7410 -0.4403
C 1.6052 -2.6497 -1.4768
C 2.5949 -1.0284 0.1371
C 3.7909 -1.6761 0.4150
C 4.8558 -0.9493 0.9362
C 6.1353 -1.6426 1.2962
O 5.9187 -3.0251 1.3584
C 4.6950 0.4274 1.0904
C 3.4672 0.9928 0.8016
N 2.4286 0.2831 0.3639
H 2.0065 -4.7283 -4.4590
H 0.3526 -5.1637 -2.9050
H -0.1399 -3.8453 -3.9913
H -1.6575 -3.3851 -1.9081
H -1.7944 -1.7893 -0.0115
H 2.5825 -2.8731 -1.8716
H 3.9040 -2.7391 0.2703
H 6.5055 -1.2558 2.2577
H 6.8845 -1.3901 0.5287
H 6.7458 -3.4873 1.5389
H 5.5041 1.0499 1.4391
H 3.3070 2.0591 0.9088
S 0.6567 2.8478 1.9280
C 1.0886 1.8074 3.2584
C 1.6993 2.2735 4.4220
C 2.0484 1.3505 5.3962
C 1.7629 0.0073 5.1898
C 1.1416 -0.3741 4.0022
N 0.8163 0.5029 3.0676
H 1.9011 3.3262 4.5450
H 2.5411 1.6795 6.2986
H 2.0184 -0.7361 5.9289
H 0.9052 -1.4099 3.7960
C -4.8694 2.8183 0.7477
Si -4.9123 2.1675 -1.0366
C -5.9764 0.5718 -1.1329
C -5.6334 3.4040 -2.2974
C -3.1410 1.7326 -1.6424
C -2.8013 1.8060 -2.9946
C -1.5080 1.5613 -3.4252
C -0.5263 1.2951 -2.4700
N -0.8270 1.2004 -1.1898
C -2.0993 1.3698 -0.7774
S -2.3139 1.0212 0.9068
H -5.7275 3.4586 0.9277
H -3.9765 3.4064 0.9436
H -4.9081 2.0184 1.4816
H -7.0180 0.8441 -1.0082
H -5.7130 -0.1289 -0.3481
H -5.8680 0.0863 -2.0962
H -6.5067 3.8742 -1.8546
H -5.9580 2.9175 -3.2130
H -4.9260 4.1883 -2.5516
H -3.5686 2.0552 -3.7129
H -1.2465 1.6004 -4.4708
H 0.5126 1.1507 -2.7400
*
```

Output
lowest unoccupied orbital energy (spin up / spin down) = -8.811 / -8.961 eV
energy above the lowest of the compared OMol25 structures with the same formula, charge and spin = 0.0 kcal/mol

=====

Number 1: E -2251.55709 hartree. Number 2: E -1928.56341 hartree. Number 3: E -2552.18808 hartree.